(1)
Density functional theory data (ωB97M-V/def2-TZVPD) for a structure of composition C18H32IN2O3PPd at a distorted geometry.

Summary:
Electronic energy ... -49167.950 eV
Gap between HOMO and LUMO ... 3.97 eV
Energy relative to the best compared isomer or geometry (same formula, charge and spin) ... 210.22 kcal per mole
E_HOMO ... 0.00107 Ha
F_max ... 0.197 Eh/bohr
Lowest unoccupied orbital energy ... 3.998 eV

Geometry as ORCA input:
```
! RIJCOSX wB97M-V def2-TZVPD def2/J DEFGRID3
* xyz -2 1
I 5.289 0.184 0.221
Pd -2.596 -1.634 -1.965
P -0.733 -0.607 -2.697
O -0.447 -0.057 -4.201
O 0.593 -1.565 -2.571
O -0.004 0.587 -1.907
N 0.244 2.128 4.228
N 1.158 0.277 3.373
C 2.653 1.440 1.573
C -3.537 -0.997 1.294
C 0.381 0.746 4.316
C 1.107 2.481 3.222
C -4.014 -2.368 0.788
C 1.615 1.358 2.693
C 3.293 2.837 1.568
C 3.771 0.361 1.847
C 0.972 -3.820 -1.380
C -2.866 -3.351 1.086
C -4.275 -2.345 -0.727
C 2.718 3.922 2.158
C 1.511 3.790 2.894
C 0.806 -2.209 -1.283
C -0.464 1.378 0.404
C 0.954 1.677 -5.199
C -0.729 1.562 -1.123
C 0.879 0.155 -4.762
H -2.760 -0.795 2.224
H 4.179 2.989 1.313
H 1.734 1.864 -5.860
H -4.659 -3.283 -1.010
H -3.039 -4.088 0.493
H -2.027 -3.116 0.669
H -0.408 2.559 -1.429
H 3.224 4.811 2.176
H 2.137 1.244 0.566
H 1.623 -1.876 -0.881
H 0.822 4.549 2.707
H 0.972 -0.482 -5.429
H -0.313 2.227 0.947
H 0.034 0.050 5.039
H 0.264 0.564 0.499
H 3.244 -0.455 1.875
H -0.012 -1.977 -0.792
H 1.591 -4.016 -2.023
H 0.124 -4.060 -1.774
H 4.344 0.680 2.587
H -0.037 2.753 4.865
H -2.647 -3.428 2.031
H -2.853 -0.751 0.578
H 0.153 1.876 -5.718
H -5.055 -1.643 -0.978
H 1.667 0.053 -4.031
H -1.521 1.100 1.159
H 1.069 -4.116 -0.475
H 0.815 2.256 -4.365
H -4.405 -0.301 1.222
H -4.768 -2.738 1.332
H -1.771 1.623 -1.371
*
```

Mulliken population analysis, charges in e, atoms 1 to 4: -0.179 -0.988 1.138 -0.419

***

(2)
Density functional theory data (ωB97M-V/def2-TZVPD) for a structure of composition C18H32IrN4S4 at a distorted geometry.

Summary:
Expectation value of S² ... 6.056
Electronic energy ... -71325.718 eV
Gap between HOMO and LUMO (alpha / beta) ... 6.25 / 4.95 eV
Energy relative to the best compared isomer or geometry (same formula, charge and spin) ... 19.35 kcal per mole
E_HOMO (alpha / beta) ... -0.13356 / -0.11680 Ha
F_max ... 0.025 Eh/bohr
Lowest unoccupied orbital energy (alpha / beta) ... 2.613 / 1.774 eV

Geometry as ORCA input:
```
! RIJCOSX wB97M-V def2-TZVPD def2/J DEFGRID3
* xyz -1 5
Ir 0.373 1.824 0.277
S 0.707 4.358 2.630
S 2.128 2.334 -1.080
S 3.392 2.359 0.434
S 0.172 4.104 0.731
N -2.142 2.023 -0.411
N -0.983 1.470 2.048
N -2.207 -0.815 0.361
N 0.597 -0.181 -0.150
C -1.290 0.102 2.504
C 2.446 -1.765 1.619
C -2.755 1.030 -1.289
C 0.710 -0.697 -3.135
C 2.413 -0.558 2.553
C 3.803 -1.963 -0.437
C 2.996 -1.478 -2.623
C 4.018 -1.932 -1.806
C 1.239 -2.695 1.794
C -2.154 2.364 2.078
C -0.525 -1.552 -2.851
C 2.644 -1.470 0.140
C -2.428 -0.600 1.776
C -3.158 -0.272 -0.580
C 1.645 -0.828 -0.690
C -2.942 2.394 0.756
C 1.811 -0.969 -2.117
C 0.343 0.769 -3.355
H 3.114 -1.532 -3.702
H -1.887 2.843 -0.944
H -0.379 -0.481 2.400
H 3.361 -0.021 2.521
H -3.793 1.717 0.817
H -2.828 2.075 2.894
H -0.419 0.846 -4.137
H -3.365 -0.057 1.938
H -1.557 0.130 3.570
H -1.292 -1.389 -3.616
H 3.325 -2.347 1.916
H 4.942 -2.305 -2.231
H -1.783 3.358 2.300
H -0.947 -1.317 -1.879
H -3.360 3.399 0.639
H 0.345 -2.266 1.343
H 2.234 -0.885 3.583
H 1.427 -3.651 1.299
H -0.314 1.863 2.713
H -3.361 -0.994 -1.381
H -2.556 -1.559 2.301
H 1.646 0.158 2.269
H 1.045 -2.889 2.853
H 1.117 -1.055 -4.088
H -0.265 -2.613 -2.847
H 1.214 1.346 -3.667
H -4.115 -0.144 -0.064
H -1.234 -0.630 0.106
H -2.024 0.799 -2.064
H -0.042 1.222 -2.441
H 4.555 -2.400 0.212
H -3.655 1.421 -1.794
*
```

Mulliken population analysis, charges in e, atoms 1 to 4: 2.047 -0.356 -0.243 -0.266

***

(3)
Density functional theory data (ωB97M-V/def2-TZVPD) for a structure of composition C18H32N10O5PbS2.

Summary:
Expectation value of S² ... 0.773
Electronic energy ... -71239.257 eV
Gap between HOMO and LUMO (alpha / beta) ... 7.91 / 5.59 eV
Energy relative to the best compared isomer or geometry (same formula, charge and spin) ... 5.50 kcal per mole
E_HOMO (alpha / beta) ... -0.35073 / -0.35238 Ha
F_max ... 0.006 Eh/bohr
Lowest unoccupied orbital energy (alpha / beta) ... -1.638 / -3.996 eV

Geometry as ORCA input:
```
! RIJCOSX wB97M-V def2-TZVPD def2/J DEFGRID3
* xyz 1 2
Pb 0.280 -1.202 0.768
S -1.177 -1.535 4.626
S -1.607 -5.062 2.355
O -3.182 1.488 -0.246
O 2.707 -1.668 -0.431
O 4.087 -0.966 -2.030
O 1.246 -1.186 3.055
O -1.421 0.153 -0.432
N 6.250 -0.358 -6.024
N -0.614 0.687 2.078
N -1.736 -2.300 1.937
N 1.193 -2.333 3.680
N -5.534 3.305 -1.226
N 1.406 0.748 -0.785
N -6.913 4.091 0.471
N 4.561 -0.327 -4.435
N 6.659 -0.945 -3.814
N -5.057 2.787 0.937
C -5.158 2.798 2.387
C -2.047 0.831 1.782
C 1.144 -4.771 4.975
C 2.211 -4.420 4.163
C 1.834 -0.067 -1.938
C 2.976 -0.986 -1.422
C -1.682 -3.472 2.105
C 5.802 -0.541 -4.771
C 0.093 -3.888 5.105
C -2.713 1.997 2.526
C 0.103 -2.637 4.477
C -2.230 0.831 0.241
C 2.204 -3.202 3.519
C 2.190 -0.053 -4.489
C -4.189 1.741 2.904
C 3.477 0.125 -5.287
C 2.155 0.765 -3.180
C -5.838 3.388 0.081
H -4.779 2.682 -1.485
H -7.443 4.630 -0.190
H -4.297 1.680 3.987
H -6.230 3.507 -1.921
H -4.511 0.774 2.509
H -2.146 2.164 3.443
H -0.119 1.565 1.957
H 0.989 -0.725 -2.174
H 1.346 0.212 -5.126
H 6.260 -1.192 -2.916
H 2.084 -1.118 -4.264
H 0.612 1.322 -1.051
H -7.120 4.205 1.446
H 3.048 -5.085 4.006
H 7.226 -0.441 -6.242
H 2.983 -2.857 2.855
H 7.542 -1.353 -4.061
H 3.432 -0.470 -6.205
H -4.904 3.789 2.777
H -0.777 -4.130 5.697
H 3.619 1.175 -5.566
H 1.119 -5.729 5.474
H 5.637 -0.001 -6.734
H 2.163 1.360 -0.496
H 4.300 -0.546 -3.412
H -2.500 -0.106 2.116
H 1.393 1.542 -3.268
H 3.105 1.283 -3.020
H -4.256 2.225 0.524
H -2.616 2.914 1.938
H -0.467 0.359 3.033
H -6.176 2.554 2.706
*
```

Mulliken population analysis, charges in e, atoms 1 to 4: 1.341 -0.112 -0.378 -0.860

***

(4)
Density functional theory data (ωB97M-V/def2-TZVPD) for an isolated molecule of C18H32N4O4S at a distorted geometry.

Summary:
Electronic energy ... -44172.477 eV
SMILES ... CCN(CC)C(=O)CSc1nnc(CCCCCNC(=O)OC(C)(C)C)o1
Gap between HOMO and LUMO ... 9.57 eV
Energy relative to the best compared isomer or geometry (same formula, charge and spin) ... 0.00 kcal per mole
E_HOMO ... -0.33726 Ha
F_max ... 0.029 Eh/bohr
Lowest unoccupied orbital energy ... 0.388 eV

Geometry as ORCA input:
```
! RIJCOSX wB97M-V def2-TZVPD def2/J DEFGRID3
* xyz 0 1
S 2.885 -2.659 2.023
O 0.121 -0.817 0.654
O 1.093 -3.794 0.370
O -1.471 2.171 0.475
O -3.354 2.322 -0.813
N 1.959 -3.427 -1.604
N 2.800 -2.910 -0.688
N 2.063 0.302 0.810
N -1.996 0.507 -0.867
C 3.378 0.535 1.372
C 1.526 -1.493 2.424
C -2.847 -1.734 -1.412
C -2.946 3.501 1.894
C 0.956 -3.938 -0.966
C -1.606 4.572 0.049
C -1.528 -3.889 -1.185
C 1.191 -0.626 1.219
C 1.759 0.369 -1.661
C 2.266 -3.134 0.466
C -1.641 3.461 1.099
C -0.225 -4.613 -1.548
C -0.440 3.580 2.042
C 1.681 1.121 -0.336
C -1.520 -2.443 -1.673
C -2.785 -0.259 -1.803
C 4.497 0.076 0.440
C -2.376 1.721 -0.432
H -1.649 5.541 0.537
H -0.725 -1.907 -1.156
H -2.967 2.689 2.618
H -0.504 4.505 2.609
H 2.346 1.986 -0.354
H 2.757 -0.020 -1.840
H 3.474 1.609 1.569
H 1.487 1.040 -2.471
H -0.690 4.508 -0.534
H -2.362 -4.431 -1.636
H 3.471 0.012 2.322
H -0.084 -4.633 -2.629
H -3.640 -2.220 -1.985
H -3.101 -1.809 -0.353
H -1.660 -3.904 -0.102
H 0.639 -2.075 2.676
H -2.455 4.473 -0.622
H -3.029 4.448 2.420
H 4.337 -0.956 0.135
H 0.486 3.576 1.473
H 0.656 1.465 -0.172
H -2.356 -0.166 -2.810
H 5.449 0.143 0.960
H -3.792 3.394 1.220
H 1.850 -0.924 3.292
H 4.546 0.700 -0.448
H -0.261 -5.639 -1.175
H -1.219 0.057 -0.398
H -3.785 0.185 -1.818
H -0.427 2.740 2.731
H 1.067 -0.468 -1.664
H -1.300 -2.421 -2.743
*
```

Mulliken population analysis, charges in e, atoms 1 to 4: -0.262 -0.541 -0.263 -0.104

***

(5)
Density functional theory data (ωB97M-V/def2-TZVPD) for a structure of composition C18H32NO2P2Yb at a distorted geometry.

Summary:
Expectation value of S² ... 0.751
Electronic energy ... -74873.342 eV
Gap between HOMO and LUMO (alpha / beta) ... 5.75 / 5.75 eV
Energy relative to the best compared isomer or geometry (same formula, charge and spin) ... 3.50 kcal per mole
E_HOMO (alpha / beta) ... -0.20231 / -0.20248 Ha
F_max ... 0.064 Eh/bohr
Lowest unoccupied orbital energy (alpha / beta) ... 0.240 / 0.240 eV

Geometry as ORCA input:
```
! RIJCOSX wB97M-V def2-TZVPD def2/J DEFGRID3
* xyz 0 2
Yb 0.092 -0.375 -0.018
P 2.130 1.339 0.274
P -2.346 -0.954 -0.833
O -0.546 -3.339 -2.983
O 0.304 -3.718 -0.412
N -0.094 0.941 -1.973
C -2.858 -2.668 -0.515
C -0.813 0.458 4.434
C -3.758 0.176 -0.618
C -0.858 0.400 -2.944
C 0.856 2.486 -3.523
C 0.711 -1.196 6.087
C 1.653 2.509 -1.102
C -1.774 -0.794 -2.603
C -0.799 0.901 -4.247
C 0.634 -1.493 4.727
C 2.447 2.320 1.766
C 0.054 1.961 -4.530
C 0.766 1.946 -2.240
C -0.703 0.721 5.791
C 3.702 0.594 -0.270
C -0.082 -0.639 3.826
C 0.038 -0.113 6.637
C 0.079 -0.802 2.426
H -3.127 -2.712 0.551
H 1.547 2.917 1.995
H -4.676 -0.123 -1.133
H 1.004 -0.433 1.975
H 2.611 1.594 2.581
H -1.282 -1.765 -2.916
H -0.722 1.249 0.743
H 1.575 3.285 -3.706
H 1.325 -1.808 6.735
H -0.601 -1.413 1.817
H 1.381 -1.623 -0.822
H -1.343 1.145 3.755
H -0.222 -3.668 -2.110
H 1.210 -2.313 4.313
H 0.093 2.377 -5.530
H 1.163 3.374 -0.611
H 4.514 1.331 -0.331
H -2.003 -3.349 -0.659
H -3.716 -3.005 -1.109
H 0.148 -3.498 -3.642
H 2.625 2.833 -1.503
H -3.945 0.189 0.467
H 0.434 -3.920 0.535
H -1.183 1.603 6.194
H 3.330 2.961 1.644
H 3.529 0.103 -1.243
H -3.476 1.194 -0.923
H 3.941 -0.180 0.483
H -2.711 -0.714 -3.173
H 0.114 0.108 7.699
H 0.974 -2.981 -0.614
H -1.459 0.471 -4.998
*
```

Mulliken population analysis, charges in e, atoms 1 to 4: -0.785 0.919 0.957 -0.662

***

(6)
Density functional theory data (ωB97M-V/def2-TZVPD) for an isolated molecule of C18H32O2.

Summary:
Electronic energy ... -23280.269 eV
SMILES ... CCCCC/C=C\C/C=C\CCCCCCCC(=O)O
Gap between HOMO and LUMO ... 9.70 eV
Energy relative to the best compared isomer or geometry (same formula, charge and spin) ... 8.63 kcal per mole
E_HOMO ... -0.32630 Ha
F_max ... 0.013 Eh/bohr
Lowest unoccupied orbital energy ... 0.817 eV

Geometry as ORCA input:
```
! RIJCOSX wB97M-V def2-TZVPD def2/J DEFGRID3
* xyz 0 1
O 7.585 -0.360 1.188
O 6.868 0.318 -0.809
C 3.669 -0.240 0.154
C -7.536 -0.780 0.634
C -2.559 -0.746 0.511
C -0.657 2.392 0.023
C -6.393 -0.956 -0.357
C -4.173 -2.134 -0.799
C -5.351 -1.947 0.157
C -3.455 1.557 1.030
C 5.808 -1.587 0.241
C -2.653 0.311 1.304
C -3.220 -0.932 -0.817
C -3.148 2.219 -0.288
C 4.508 -1.325 -0.516
C 0.200 1.322 -0.661
C 6.778 -0.439 0.118
C -1.947 2.590 -0.707
C 2.359 0.006 -0.590
C 1.515 1.090 0.076
H 2.085 2.021 0.108
H -4.973 -1.608 1.124
H -1.962 -1.591 0.837
H -2.450 -1.114 -1.572
H -2.129 0.293 2.252
H 4.244 0.688 0.187
H -7.162 -0.407 1.586
H -3.756 -0.030 -1.105
H 8.220 0.366 1.080
H -8.271 -0.073 0.254
H 6.311 -2.465 -0.173
H -4.004 2.427 -0.918
H 3.932 -2.250 -0.570
H -4.551 -2.308 -1.809
H -0.103 3.335 0.035
H 0.406 1.625 -1.690
H -5.838 -2.913 0.312
H -4.519 1.306 1.058
H 1.301 0.797 1.107
H 3.449 -0.534 1.184
H -3.273 2.274 1.836
H -5.924 0.012 -0.538
H -0.367 0.389 -0.693
H -6.790 -1.314 -1.310
H -0.846 2.092 1.053
H -8.036 -1.730 0.815
H 4.753 -1.014 -1.533
H 5.625 -1.775 1.300
H 1.784 -0.923 -0.629
H -3.610 -3.021 -0.498
H 2.580 0.300 -1.618
H -1.853 3.063 -1.676
*
```

Mulliken population analysis, charges in e, atoms 1 to 4: -0.461 -0.560 -0.573 -1.409

***

(7)
Density functional theory data (ωB97M-V/def2-TZVPD) for an isolated molecule of C18H32O2.

Summary:
Electronic energy ... -23280.560 eV
SMILES ... CCCCCC/C=C/C=C\CCCCCCCC(=O)O
Gap between HOMO and LUMO ... 9.00 eV
Energy relative to the best compared isomer or geometry (same formula, charge and spin) ... 1.93 kcal per mole
E_HOMO ... -0.30192 Ha
F_max ... 0.013 Eh/bohr
Lowest unoccupied orbital energy ... 0.788 eV

Geometry as ORCA input:
```
! RIJCOSX wB97M-V def2-TZVPD def2/J DEFGRID3
* xyz 0 1
O -0.733 2.227 0.486
O -2.592 1.698 1.590
C -1.651 1.353 0.928
C 0.265 0.389 -3.486
C -2.599 -0.279 -2.287
C 2.175 1.300 2.394
C 0.491 0.218 3.943
C -1.326 -0.057 0.514
C -1.264 -1.553 -4.046
C -0.044 -1.093 4.508
C 1.768 0.308 -1.502
C -2.101 -1.639 -2.769
C 0.969 0.967 -2.509
C 3.427 0.339 0.380
C -2.587 -0.870 0.224
C 2.544 0.973 -0.645
C 1.705 -0.001 3.041
C -3.383 -0.351 -0.976
C 0.171 -1.069 -3.802
C 3.513 1.164 1.666
H -2.965 -2.283 -2.952
H 0.961 2.048 -2.441
H -0.300 0.720 3.382
H 2.280 2.058 3.175
H 3.878 2.162 1.414
H -0.953 3.125 0.779
H -1.754 0.400 -2.174
H 4.437 0.258 -0.038
H -3.254 0.144 -3.053
H 0.721 -1.596 5.095
H 2.588 2.053 -0.696
H -1.756 -0.893 -4.764
H -1.497 -2.111 -1.992
H 1.739 -0.773 -1.460
H 3.085 -0.674 0.597
H -2.308 -1.912 0.064
H 1.452 -0.727 2.266
H 2.517 -0.425 3.637
H -0.645 -0.024 -0.336
H 1.418 1.648 1.688
H -0.904 -0.910 5.147
H 0.623 -1.671 -3.014
H 4.243 0.706 2.338
H 0.773 0.877 4.768
H -0.351 -1.761 3.706
H 0.746 -1.244 -4.719
H -0.792 -0.514 1.351
H -3.232 -0.827 1.104
H -3.755 0.648 -0.737
H -4.252 -0.999 -1.115
H -0.278 1.024 -4.175
H -1.212 -2.548 -4.495
*
```

Mulliken population analysis, charges in e, atoms 1 to 4: -0.367 -0.624 0.414 -0.502

***

(8)
Density functional theory data (ωB97M-V/def2-TZVPD) for a structure of composition C18H33AuGeNO7PSe.

Summary:
Electronic energy ... -169867.171 eV
Gap between HOMO and LUMO ... 7.55 eV
Energy relative to the best compared isomer or geometry (same formula, charge and spin) ... 5.67 kcal per mole
E_HOMO ... -0.29417 Ha
F_max ... 0.006 Eh/bohr
Lowest unoccupied orbital energy ... -0.456 eV

Geometry as ORCA input:
```
! RIJCOSX wB97M-V def2-TZVPD def2/J DEFGRID3
* xyz 0 1
Au -0.193 -0.988 -1.252
Se -2.291 1.700 -0.799
Ge -4.750 3.165 0.806
P 1.638 0.101 -0.652
O -1.747 -2.234 -1.665
O -2.738 -4.225 -1.506
O 3.744 -4.834 1.571
O 1.851 1.573 -1.173
O 2.404 -5.894 2.879
O 2.959 -0.708 -1.055
O 1.840 0.243 0.914
N 2.638 -5.217 1.900
C 0.687 -3.883 -0.976
C 3.401 3.233 -1.942
C -0.618 -3.994 -0.501
C 1.759 -4.294 -0.202
C -1.802 -3.485 -1.300
C 4.646 -0.784 -2.759
C 2.983 -1.588 2.071
C -5.289 1.416 1.465
C -3.813 2.922 -0.899
C -3.629 4.070 2.124
C -0.978 2.954 -0.081
C -6.325 4.277 0.477
C -0.848 -4.583 0.737
C 3.191 -1.030 -2.446
C 3.000 2.367 -0.775
C 1.664 -0.910 1.784
C 0.213 -4.999 1.525
C 1.498 -4.826 1.047
H 2.696 2.963 0.084
H 0.952 -1.600 1.322
H -4.236 4.312 2.998
H -1.867 -4.702 1.079
H 3.689 -0.879 2.504
H 1.212 -0.513 2.689
H -1.506 3.746 0.443
H -3.227 5.003 1.724
H 2.543 -0.427 -3.086
H -5.992 0.950 0.772
H 0.061 -5.450 2.494
H 3.418 -2.002 1.163
H 3.808 1.703 -0.466
H 2.928 -2.079 -2.591
H 4.209 3.902 -1.644
H -6.981 3.817 -0.263
H -6.035 5.266 0.117
H -0.376 3.371 -0.883
H 3.742 2.626 -2.781
H -3.464 3.858 -1.334
H -5.775 1.507 2.438
H -4.422 0.764 1.564
H -4.505 2.470 -1.612
H 4.902 0.267 -2.617
H 2.825 -2.401 2.783
H -6.889 4.403 1.403
H 4.850 -1.053 -3.796
H 5.283 -1.386 -2.111
H 0.864 -3.478 -1.965
H 2.556 3.836 -2.276
H -2.801 3.439 2.449
H -0.338 2.427 0.625
H 2.780 -4.208 -0.543
*
```

Mulliken population analysis, charges in e, atoms 1 to 4: 0.164 0.024 0.428 0.865